# 1
{"formula": "C6H12P2", "method": "the ωB97M-V functional and the def2-TZVPD basis", "total_energy_ha": -918.3715, "de_lowest_kj_mol": 204.72, "smiles": "CCCC(CC)=P#P", "charge": 0, "homo_energy_ev": [-7.56, -7.73], "elements": ["P", "P", "C", "C", "C", "C", "C", "C", "H", "H", "H", "H", "H", "H", "H", "H", "H", "H", "H", "H"], "coordinates": [[-0.760840, -0.633217, -1.994054], [-2.046018, 0.517664, -3.053058], [1.122691, -0.897403, 0.046349], [0.483328, 1.541309, -0.543602], [-0.509981, -1.509140, 1.954381], [0.402379, -2.021566, 0.872082], [0.258703, 0.046785, -0.751764], [-0.615912, 2.551063, -0.984917], [1.560460, 1.780386, -0.888572], [-0.917539, -2.320558, 2.528150], [-0.280682, 3.460043, -0.700936], [0.514937, 1.739454, 0.515634], [-1.314536, -1.104932, 1.472461], [1.844850, -0.291685, 0.607665], [-1.530220, 2.524673, -0.374840], [-0.049721, -0.731900, 2.570568], [1.748163, -1.443835, -0.687097], [-0.266221, -2.669073, 0.300641], [-0.815442, 2.351458, -2.071469], [1.171599, -2.889527, 1.182378]], "atomic_forces_ev_per_a": [[0.1, -0.5, 0.1], [0.1, -0.1, 0.2], [0.2, -1.1, -0.7], [0.2, -0.1, 0.1], [2.1, -0.4, 1.1], [1.6, -1.8, 0.1], [-0.6, 1.1, -0.2], [-0.2, -3.6, -1.3], [-1.7, -0.1, 0.1], [0.1, -0.3, 0.6], [1.5, 3.4, -0.1], [0.4, -0.4, 0.8], [-2.3, 1.5, -1.2], [-0.3, -0.3, 0.4], [0.0, -1.0, -0.4], [-0.1, -0.3, 0.2], [-0.1, 0.2, 0.2], [0.2, 0.5, -1.0], [-0.1, 1.1, 1.0], [-1.2, 2.4, -0.1]]}


# 2
{"formula": "C6H12P2", "method": "the ωB97M-V functional and the def2-TZVPD basis", "multiplicity": 3, "total_energy_ha": -918.2905, "de_lowest_kj_mol": 22.19, "charge": 0, "homo_energy_ev": [-4.22, -7.57], "elements": ["P", "P", "C", "C", "C", "C", "C", "C", "H", "H", "H", "H", "H", "H", "H", "H", "H", "H", "H", "H"], "coordinates": [[-1.383731, -0.028057, -1.268288], [1.712758, -0.274137, -0.863070], [-0.228644, -2.404505, -0.899598], [1.049884, 1.361183, -1.307952], [-0.366455, 1.595004, -0.846240], [-2.159621, -0.352724, 0.436507], [2.053695, -0.131595, 0.985328], [0.100181, -1.098490, -0.978820], [-2.462692, 0.447566, 1.036752], [3.000777, 0.299119, 1.000398], [2.199535, -1.104459, 1.214328], [1.180234, 1.599290, -2.402191], [0.470325, -3.020049, -0.410455], [1.387594, 0.448109, 1.636163], [-3.013664, -0.946732, 0.126644], [1.685434, 2.061270, -0.756197], [-1.204143, -2.604853, -1.298447], [-0.779797, 2.484607, -1.404841], [-0.522218, 1.728793, 0.229719], [-1.420813, -0.999318, 1.013808]], "atomic_forces_ev_per_a": [[2.5, 1.2, 2.4], [-3.6, -0.3, 1.0], [-0.3, -0.6, -0.2], [1.2, 1.6, -0.6], [-1.8, -0.1, -1.4], [1.1, -1.8, -1.2], [-0.9, 2.5, -1.9], [1.1, 1.9, -1.6], [-0.6, 1.5, 0.6], [2.0, 1.1, 0.4], [0.0, -3.2, 1.4], [-0.1, -0.4, 1.1], [0.2, -1.5, 0.2], [-0.2, -0.4, -0.4], [-0.3, -0.3, 0.6], [0.2, 0.2, -0.2], [-0.2, -1.2, 0.2], [0.3, -0.9, 0.7], [0.4, 0.0, -0.2], [-1.0, 0.7, -0.9]]}


# 3
{"formula": "C6H12S4", "method": "the ωB97M-V functional and the def2-TZVPD basis", "total_energy_ha": -1828.5193, "de_lowest_kj_mol": 111.59, "smiles": "C1CSCS1.C1CSCS1", "charge": 0, "homo_energy_ev": -8.72, "elements": ["S", "S", "S", "S", "C", "C", "C", "C", "C", "C", "H", "H", "H", "H", "H", "H", "H", "H", "H", "H", "H", "H"], "coordinates": [[-1.433534, 2.641243, -0.367565], [3.614133, -2.547766, 2.262254], [-2.742294, 0.291223, -1.577015], [2.400094, -2.610836, -0.377175], [2.403524, -1.159255, 1.882524], [-3.171273, 2.980244, -0.902605], [-3.890553, 1.745434, -1.599035], [2.159654, -1.013845, 0.378485], [-1.602934, 0.829725, -0.344435], [3.838114, -3.062515, 0.591864], [-4.109393, 2.080674, -2.631115], [2.993525, -0.421365, -0.044675], [3.777434, -4.165615, 0.521534], [-3.727253, 3.271243, 0.009344], [-2.052454, 0.520555, 0.618784], [-3.213133, 3.831983, -1.608464], [4.809763, -2.750835, 0.162674], [-0.571454, 0.429284, -0.378395], [1.214435, -0.594905, -0.017125], [2.634874, -0.121876, 2.191984], [-4.816033, 1.299504, -1.186645], [1.484755, -1.472294, 2.414804]], "atomic_forces_ev_per_a": [[-0.7, -0.1, -0.7], [-0.6, 1.5, 0.5], [-0.2, -0.2, -1.6], [-0.4, -0.6, -0.6], [-1.3, 0.3, 0.3], [-1.1, -0.3, 0.5], [0.9, 0.1, 0.0], [1.4, -0.1, -0.7], [0.0, 0.5, 1.9], [0.4, -1.1, -1.2], [0.3, -0.7, 0.4], [-0.6, 0.2, 0.3], [0.4, 0.4, 0.3], [0.2, -0.1, -0.5], [0.6, 0.3, -0.2], [0.4, -0.4, 0.5], [-0.6, 0.1, 0.1], [-0.8, 0.0, -0.5], [0.4, -0.3, 0.8], [0.5, -0.8, 0.5], [0.4, 1.1, 0.3], [0.4, 0.3, -0.4]]}


# 4
{"formula": "C6H12Si", "method": "the ωB97M-V functional and the def2-TZVPD basis", "total_energy_ha": -525.1244, "de_lowest_kj_mol": 463.29, "smiles": "C=CC/[Si](C)=C\\C", "charge": 0, "homo_energy_ev": -7.46, "elements": ["Si", "C", "C", "C", "C", "C", "C", "H", "H", "H", "H", "H", "H", "H", "H", "H", "H", "H", "H"], "coordinates": [[0.357439, 0.691640, 0.543476], [2.054649, 0.389990, -0.090646], [-1.893282, -1.191691, -0.002000], [-0.959426, -0.830132, 1.062870], [-1.672398, -0.733963, -1.196231], [-0.468433, 2.345647, 0.933726], [2.390572, -0.895591, -0.931204], [-1.450106, 2.243339, 1.417050], [-2.840285, -1.563496, 0.309438], [2.560991, -0.421651, -1.957774], [1.407932, -1.526784, -1.032882], [-0.095090, 3.072496, 1.698565], [-0.364416, -1.675329, 1.278998], [2.760170, 1.127898, -0.082260], [-0.430413, 2.893820, -0.022990], [3.127381, -1.550040, -0.501527], [-1.519660, -0.656222, 1.945305], [-0.816363, -0.493616, -1.323592], [-2.149271, -1.226320, -2.048322]], "atomic_forces_ev_per_a": [[1.5, -1.6, 0.5], [-4.8, -2.6, 0.8], [-0.9, 1.4, 1.2], [1.8, 1.6, -0.7], [-9.6, -5.1, -1.0], [0.5, 1.0, 0.9], [-3.2, 1.4, -0.6], [-0.2, -0.4, -1.1], [-0.6, -0.9, 0.0], [0.4, -1.4, 1.2], [1.8, 1.0, 0.1], [0.8, -0.8, -0.6], [1.0, -1.1, 0.4], [1.7, 2.0, -0.1], [-0.7, -0.1, 0.4], [0.7, 0.0, -0.2], [-0.2, 0.8, 1.2], [10.6, 4.0, -2.2], [-0.5, 0.9, 0.0]]}


# 5
{"formula": "C6H12Si", "method": "the ωB97M-V functional and the def2-TZVPD basis", "total_energy_ha": -525.1710, "de_lowest_kj_mol": 341.15, "smiles": "CC#C[SiH2]C(C)C", "charge": 0, "homo_energy_ev": -9.36, "elements": ["Si", "C", "C", "C", "C", "C", "C", "H", "H", "H", "H", "H", "H", "H", "H", "H", "H", "H", "H"], "coordinates": [[0.972220, -1.296536, 1.090148], [1.157989, 0.509178, 0.524128], [1.221543, 1.736731, 0.431174], [1.363787, 3.065755, -0.143670], [-0.686197, -1.494225, 0.026406], [-1.735681, -0.566126, 0.620138], [-0.649083, -1.301115, -1.509337], [0.594957, 3.639550, 0.143710], [2.426383, 3.546392, 0.220142], [-1.401901, 0.516250, 0.510439], [-1.239719, -2.501508, 0.192718], [1.284324, -1.293570, 2.486703], [1.825710, -2.499429, 0.392439], [0.270665, -1.774362, -1.865575], [-1.490334, -1.771075, -2.074110], [-0.701066, -0.309089, -1.648665], [-1.904162, -0.510548, 1.696382], [1.353373, 3.135890, -1.246512], [-2.662808, -0.832164, 0.153344]], "atomic_forces_ev_per_a": [[-0.2, -0.3, -4.4], [0.9, 1.1, 1.1], [0.2, -2.6, -1.4], [4.9, -0.3, -0.2], [-1.9, -2.4, 2.1], [0.7, 2.3, 0.3], [0.6, -3.8, 1.1], [-2.6, 2.5, 1.4], [-2.7, -1.0, -0.8], [-0.8, -1.1, -0.8], [1.6, 1.0, -0.1], [-0.5, -0.2, 0.9], [-0.4, 1.7, 0.9], [0.0, 0.4, -0.4], [0.4, 0.2, 0.8], [0.3, 3.6, -1.1], [0.2, -1.0, 0.3], [0.2, -0.7, 0.4], [-0.8, 0.6, -0.3]]}


# 6
{"formula": "C6H12Si", "method": "the ωB97M-V functional and the def2-TZVPD basis", "total_energy_ha": -525.0654, "de_lowest_kj_mol": 618.40, "charge": 0, "homo_energy_ev": -7.83, "elements": ["Si", "C", "C", "C", "C", "C", "C", "H", "H", "H", "H", "H", "H", "H", "H", "H", "H", "H", "H"], "coordinates": [[6.799652, 0.290252, 0.272265], [-5.937126, -1.673279, -0.406094], [-3.949875, -0.926250, 1.078266], [-4.430250, -0.937675, -0.283031], [6.016889, 1.934429, 0.176464], [5.169396, 0.935790, -0.623720], [-3.547140, -0.707354, -1.384663], [5.563674, 2.450284, 1.114473], [-2.566577, -1.124853, -1.090810], [-6.539757, -1.869563, 0.519649], [-3.434137, 0.395259, -1.272308], [6.579220, 2.663424, -0.373010], [-6.416026, -1.527555, -1.409704], [5.151035, 1.069492, -1.688420], [-3.652013, 0.046990, 1.247395], [4.034584, 1.015348, -0.336988], [-4.650548, -1.227984, 1.907686], [-3.959604, -0.915673, -2.418506], [-3.010019, -1.508644, 1.018459]], "atomic_forces_ev_per_a": [[-0.9, -0.8, -0.4], [5.8, 4.0, -0.4], [0.5, -1.7, 0.7], [-10.2, -5.9, 0.2], [-1.1, 1.5, 1.4], [-1.7, 0.8, 1.5], [0.3, 1.7, -1.0], [0.7, -1.1, -1.7], [-0.2, -0.1, -0.9], [0.8, 0.4, -1.0], [0.5, -0.2, -0.7], [0.3, 0.5, -0.3], [0.4, -0.6, 1.1], [0.5, -0.1, -0.6], [0.9, 2.4, 0.9], [2.3, -0.9, -0.1], [0.8, 0.1, -1.2], [0.7, 0.0, 1.4], [-0.3, 0.0, 0.9]]}


# 7
{"formula": "C6H13BNO", "method": "the ωB97M-V functional and the def2-TZVPD basis", "total_energy_ha": -391.0922, "smiles": "CCB(O)[N+]1=CCCC1", "charge": 1, "homo_energy_ev": -15.09, "elements": ["O", "N", "C", "C", "C", "C", "C", "C", "B", "H", "H", "H", "H", "H", "H", "H", "H", "H", "H", "H", "H", "H"], "coordinates": [[1.054237, 1.875716, 0.491946], [-0.521344, 0.065289, 0.072859], [-0.860681, -1.026901, -0.509644], [-1.692863, 0.729967, 0.682812], [2.113166, -0.351136, -0.221116], [-2.863480, 0.119000, -0.076068], [-2.324693, -1.265243, -0.525395], [3.459990, 0.114501, 0.366788], [0.921878, 0.573505, 0.126180], [2.199256, -0.317991, -1.314513], [-1.605233, 1.807962, 0.659366], [1.943373, -1.397043, 0.030755], [3.496248, 1.194249, 0.461839], [3.638718, -0.338912, 1.334202], [-3.099167, 0.680056, -0.975301], [-2.622469, -2.093452, 0.113742], [-2.607876, -1.467356, -1.557185], [4.263804, -0.169469, -0.304732], [0.691015, 2.486167, -0.153678], [-3.755573, 0.030497, 0.530294], [-0.112882, -1.664912, -0.958753], [-1.715426, 0.415505, 1.725600]], "atomic_forces_ev_per_a": [[0.2, -0.5, -0.5], [0.4, -0.2, -0.3], [-0.2, -0.1, 0.1], [-0.4, -0.2, 0.3], [0.2, 0.0, 0.3], [0.0, -0.4, -0.1], [0.1, 0.9, -0.3], [-0.1, 0.0, -0.4], [0.2, 0.2, 0.4], [-0.1, 0.0, -0.1], [0.0, 0.1, -0.2], [-0.1, -0.1, -0.1], [0.0, 0.1, 0.1], [0.0, 0.0, 0.2], [-0.1, 0.3, 0.0], [0.1, -0.2, 0.0], [-0.2, -0.4, 0.0], [0.1, -0.1, 0.1], [-0.3, 0.6, 0.2], [-0.1, 0.1, 0.1], [0.1, -0.1, 0.0], [0.1, 0.1, 0.1]]}


# 8
{"formula": "C6H13BNO4", "method": "the ωB97M-V functional and the def2-TZVPD basis", "total_energy_ha": -616.7614, "charge": 1, "homo_energy_ev": -13.61, "elements": ["O", "O", "O", "O", "N", "C", "C", "C", "C", "C", "C", "B", "H", "H", "H", "H", "H", "H", "H", "H", "H", "H", "H", "H", "H"], "coordinates": [[3.369608, -0.122751, -0.150258], [-1.784986, 0.715457, 0.895215], [2.268650, -2.296739, -0.251842], [-2.431259, -1.039958, -0.408810], [0.736944, 0.862849, 1.222390], [0.187467, 1.251311, -1.122481], [0.967033, -0.483938, 0.827257], [-0.328362, -0.013043, -0.808628], [1.033788, 1.856616, 0.126268], [-3.752518, -1.121356, 0.176658], [-1.594242, -0.123092, -0.036886], [2.262692, -0.921710, 0.043067], [0.389968, -1.296866, 1.186202], [-0.555757, 1.018944, 1.118221], [-0.323756, -0.678907, -1.652006], [0.995681, 2.898734, 0.528701], [2.129031, 1.778436, -0.149136], [-4.274107, -0.152140, 0.000925], [3.060590, -2.578116, -0.638931], [-4.274135, -1.954715, -0.243661], [4.109302, -0.673423, -0.337762], [0.959460, 1.198645, 2.175598], [-0.544995, 1.874337, -1.702484], [0.865335, 1.181525, -1.995116], [-3.471430, -1.180103, 1.197511]], "atomic_forces_ev_per_a": [[-1.8, 0.3, 0.4], [0.3, -0.8, -0.6], [-1.9, 2.4, 1.1], [0.7, 0.2, -1.1], [-1.9, 2.0, 0.7], [1.9, 4.5, -1.5], [-1.0, 1.2, -4.3], [-0.2, -4.2, 2.0], [1.6, -0.4, -0.6], [0.5, 2.0, 0.3], [0.1, 1.1, -0.1], [0.6, -1.7, 0.4], [-0.5, -0.3, 1.2], [0.5, -0.6, 1.0], [0.2, -0.7, 0.1], [-1.0, -0.9, -0.5], [-1.3, -0.1, 0.2], [0.2, -0.8, 0.0], [1.8, -0.9, -1.0], [0.0, -0.4, -0.1], [1.3, -0.4, -0.5], [0.3, -0.5, -0.7], [0.0, 0.2, 1.6], [0.3, -0.4, 0.8], [-0.9, -0.5, 1.3]]}


Calculated M in order - 146.110, 146.110, 212.430, 112.248, 112.248, 112.248, 125.988, 173.985 g mol⁻¹